Here is C32H36IrN5P2Se2 as an isolated structure from OMol25. Energies are from ωB97M-V/def2-TZVPD.

Summary:
LUMO energy (spin up / spin down)	-10.293 / -10.329	eV
⟨S²⟩	0.754
2S+1	2
HOMO energy (spin up / spin down)	-0.600 / -0.599	hartree
total charge	+3
HOMO-LUMO gap (spin up / spin down)	6.03 / 5.97	eV

The geometry in XYZ format:
```
78
Properties=species:S:1:pos:R:3:lowdin_spin:R:1
Ir -2.89280 -0.33633 -1.22323 0.0004
Se 2.82488 -2.55189 1.69944 0.7710
P 2.87888 -1.29566 -0.10014 0.0515
C 3.79659 -2.22627 -1.29643 0.0428
C 3.22728 -3.36170 -1.88507 0.0183
C 3.99040 -4.12615 -2.74529 -0.0010
C 5.30907 -3.76824 -3.00912 0.0177
C 5.87513 -2.64830 -2.41418 0.0024
C 5.12468 -1.87119 -1.54837 0.0109
C 3.59990 0.30875 0.20423 0.0023
C 3.62266 1.20783 -0.86873 -0.0002
C 4.19003 2.45712 -0.69163 0.0008
C 4.72514 2.80922 0.54547 0.0003
C 4.69698 1.91675 1.60679 0.0003
C 4.13593 0.65765 1.43997 0.0031
C 1.20902 -1.01360 -0.72925 0.0020
C -0.00245 -0.65826 -0.14570 0.0005
N -0.86313 -0.52248 -1.18527 -0.0003
N -0.23105 -0.78046 -2.32114 0.0001
N 1.01354 -1.06157 -2.06713 0.0001
P -0.65802 -0.29453 1.46604 0.0028
Se -2.88067 -0.50999 1.10655 0.0000
C -0.27203 1.37827 1.92291 0.0000
C 0.64811 2.12542 1.18609 -0.0001
C 0.93385 3.42499 1.57739 0.0000
C 0.30466 3.97145 2.68778 0.0000
C -0.61540 3.22577 3.42008 0.0000
C -0.90913 1.92878 3.04145 0.0002
C -0.22158 -1.46156 2.72845 0.0292
C 0.55813 -1.04521 3.81273 0.0296
C 0.90651 -1.96863 4.78719 0.0098
C 0.47691 -3.28533 4.68148 -0.0004
C -0.30214 -3.69621 3.60242 0.0011
C -0.65664 -2.78858 2.62249 0.0024
H 2.20062 -3.63754 -1.67996 0.0001
H 3.56269 -5.00229 -3.21236 -0.0003
H 5.90101 -4.37187 -3.68406 0.0008
H 6.90193 -2.38170 -2.62241 0.0000
H 5.56808 -1.00341 -1.07756 0.0002
H 3.22224 0.92382 -1.83645 0.0001
H 4.23557 3.15089 -1.52042 0.0000
H 5.18165 3.78187 0.67440 0.0000
H 5.12945 2.19045 2.55954 0.0000
H 4.13972 -0.04976 2.26002 0.0017
H 1.14775 1.70262 0.32333 0.0000
H 1.65110 4.00731 1.01474 0.0000
H 0.52990 4.98612 2.98856 0.0000
H -1.09920 3.65787 4.28537 0.0000
H -1.62326 1.34907 3.61623 0.0001
H 0.88480 -0.01652 3.89737 -0.0001
H 1.50514 -1.65774 5.63255 -0.0001
H 0.74362 -3.99873 5.45020 -0.0001
H -0.63507 -4.72278 3.53385 0.0001
H -1.26306 -3.10841 1.78346 -0.0001
C -5.21882 -1.00618 -2.76051 0.0000
N -4.98622 -0.32713 -1.45262 0.0000
C -5.79911 -1.02513 -0.42203 0.0000
C -5.39465 1.10399 -1.50786 0.0000
C -4.41803 1.85124 -2.37715 0.0000
N -3.00890 1.57202 -1.91357 0.0000
C -2.61320 2.55829 -0.86696 0.0000
C -2.09050 1.70380 -3.08473 0.0000
H -6.24214 -0.83411 -3.10042 0.0000
H -5.05945 -2.07522 -2.63947 0.0000
H -4.53348 -0.63243 -3.52533 0.0000
H -6.84989 -1.01507 -0.71676 0.0000
H -5.69860 -0.51502 0.53424 0.0000
H -5.46426 -2.05633 -0.33219 0.0000
H -5.38864 1.48605 -0.48628 0.0000
H -6.41082 1.19901 -1.89752 0.0000
H -4.59055 2.92714 -2.34511 0.0000
H -4.49238 1.53738 -3.41703 0.0000
H -2.60359 3.55257 -1.31591 0.0000
H -1.61924 2.31325 -0.50001 0.0000
H -3.32618 2.53099 -0.04698 0.0000
H -2.30328 2.64678 -3.59063 0.0000
H -2.25603 0.88137 -3.78362 0.0000
H -1.05992 1.68357 -2.74616 0.0000
```



Here is a 2-piece molecular cluster, C32H36N3S overall from OMol25. Energies are from ωB97M-V/def2-TZVPD.

Summary:
LUMO energy	-5.407	eV
HOMO energy	-0.357	hartree
total charge	+1
HOMO-LUMO gap	4.30	eV

The geometry in XYZ format:
```
72
Properties=species:S:1:pos:R:3:lowdin_charge:R:1
C -5.44951 -1.13717 1.29281 -0.0252
C -4.14205 -0.57687 1.76690 -0.2198
C -4.08398 0.58983 2.55169 -0.0052
C -2.85773 1.11817 2.94772 0.0184
C -1.62524 0.50493 2.55699 -0.1783
C -0.37372 1.08732 2.89452 0.1302
C 0.88162 0.46189 2.56752 -0.2054
C 1.89394 1.14942 1.84262 0.0040
C 3.07732 0.52802 1.49100 -0.0057
C 3.28749 -0.82663 1.80446 -0.2413
C 4.59121 -1.49248 1.49705 -0.0363
C 2.29258 -1.53838 2.47878 -0.0192
C 1.13942 -0.90119 2.88773 -0.0247
C -1.71643 -0.69829 1.78383 0.0273
C -2.94441 -1.24436 1.45581 -0.0037
H -5.38835 -2.22883 1.18956 0.0929
H -6.23647 -0.91045 2.01372 0.0892
H -5.76305 -0.73961 0.31770 0.1061
H -5.02541 1.05370 2.88008 0.1312
H -2.82743 2.01432 3.57968 0.1221
H -0.35346 2.09758 3.31295 0.1162
H 1.68605 2.18236 1.54659 0.1197
H 3.85207 1.10258 0.97321 0.1310
H 4.49066 -2.58772 1.47863 0.0882
H 5.01334 -1.14173 0.54481 0.0921
H 5.31989 -1.26039 2.28977 0.1014
H 2.45031 -2.59397 2.70924 0.1269
H 0.38292 -1.42492 3.46113 0.1234
H -0.80304 -1.18630 1.44849 0.1198
H -2.99001 -2.20493 0.94016 0.1288
C 0.62480 2.07490 8.32045 0.0028
C -0.62908 2.49752 7.55726 -0.5062
C -1.12811 1.35814 6.68073 -0.0146
N -1.72112 2.91163 8.50187 0.1301
C -1.85998 4.19405 8.46309 -0.5677
S -3.08439 5.05773 9.34648 0.9966
C -4.20780 3.55802 9.43317 -0.4048
C -5.46975 3.94066 10.10679 -0.2820
N -6.45377 4.30070 10.61537 0.1501
C -0.86676 4.91842 7.53359 -0.5059
C -1.53953 5.89215 6.56807 -0.0352
C 0.17667 5.63024 8.39350 -0.0048
N -0.34608 3.73983 6.82862 -0.0131
C 0.26609 3.79846 5.62080 -0.0601
C 1.18186 2.88044 5.16248 -0.0978
C 2.26107 3.28921 4.28900 -0.2628
C 3.58307 2.83862 4.51929 -0.0375
C 4.62513 3.38869 3.77660 -0.0833
C 4.35677 4.30856 2.75057 -0.0902
C 3.04585 4.75352 2.52343 -0.0862
C 1.99569 4.23636 3.27437 -0.0786
H 0.46080 1.11341 8.81230 0.0920
H 1.46368 1.97012 7.62740 0.0750
H 0.89264 2.82016 9.07894 0.0818
H -1.52826 0.57197 7.32595 0.0958
H -1.91665 1.69478 6.00447 0.0777
H -0.31313 0.94679 6.09418 0.0563
H -4.40926 3.19184 8.42117 0.0866
H -3.64769 2.81175 10.00760 0.0794
H -2.15486 6.61764 7.11726 0.0782
H -0.74150 6.42696 6.03624 0.0879
H -2.19010 5.34287 5.86600 0.1013
H -0.27466 6.50687 8.88699 0.0971
H 0.56532 4.96938 9.17865 0.0841
H 0.98249 5.98463 7.74089 0.0974
H 0.09003 4.73231 5.07834 0.1192
H 1.24138 1.85300 5.54436 0.0904
H 3.76063 2.11235 5.32059 0.1164
H 5.65776 3.09360 3.99081 0.1086
H 5.16345 4.69694 2.12378 0.1039
H 2.83542 5.49502 1.75073 0.1075
H 0.96019 4.54487 3.09134 0.1102
```



Here is a 6-piece molecular cluster, C32H36N4O14 overall from OMol25. Energies are from ωB97M-V/def2-TZVPD.

Summary:
LUMO energy	-0.584	eV
SMILES string	O=[N+]([O-])c1ccccc1.O=[N+]([O-])c1ccccc1.O=[N+]([O-])c1ccccc1.O=[N+]([O-])c1ccccc1.CCOC(=O)OC.CCOC(=O)OC
HOMO energy	-0.358	hartree
HOMO-LUMO gap	9.16	eV

The geometry in XYZ format:
```
86
Properties=species:S:1:pos:R:3:lowdin_charge:R:1
O -14.55936 -15.71549 -24.85102 0.0303
N -14.06185 -14.58361 -25.14068 -0.3266
O -14.70575 -13.59882 -25.43622 0.0869
C -12.59121 -14.47527 -25.25006 -0.1172
C -11.86043 -15.74268 -24.98214 0.0306
C -10.49053 -15.66983 -24.82370 -0.0900
C -9.81736 -14.46627 -24.88623 -0.0884
C -10.48447 -13.28572 -25.19208 -0.0526
C -11.89855 -13.29279 -25.31587 -0.0083
H -12.47620 -16.62606 -24.89933 0.1051
H -9.94312 -16.56499 -24.56792 0.1060
H -8.74177 -14.47149 -24.78887 0.1051
H -9.87420 -12.39467 -25.19463 0.1043
H -12.44987 -12.37101 -25.42892 0.1157
O -8.22605 -8.18393 -23.55089 0.0662
N -7.70019 -7.14299 -23.86916 -0.3409
O -7.29319 -6.99031 -25.02069 0.0678
C -7.78295 -6.04204 -22.86884 -0.1120
C -7.34577 -4.72800 -23.10656 -0.0048
C -7.41538 -3.74486 -22.11958 -0.0861
C -7.96561 -4.00113 -20.88132 -0.1017
C -8.46895 -5.24073 -20.62492 -0.0611
C -8.39488 -6.27480 -21.61290 0.0245
H -7.02405 -4.26562 -24.02803 0.1154
H -6.80668 -2.85465 -22.17778 0.1081
H -8.05618 -3.12589 -20.25509 0.1103
H -8.95549 -5.31398 -19.66351 0.1047
H -8.91185 -7.21382 -21.48113 0.1092
O -19.77194 -11.57864 -24.74072 0.0759
N -20.59249 -11.90997 -23.90688 -0.3437
O -20.33819 -12.66778 -22.97515 0.0729
C -22.04494 -11.72068 -24.27338 -0.1208
C -22.95802 -11.56382 -23.27057 -0.0305
C -24.33243 -11.66123 -23.49974 -0.0714
C -24.73971 -11.90099 -24.76311 -0.1087
C -23.87943 -12.23944 -25.79367 -0.0609
C -22.49256 -12.09970 -25.58807 0.0275
H -22.58601 -11.29830 -22.29204 0.1201
H -24.97758 -11.51394 -22.64622 0.1107
H -25.78364 -11.87619 -25.03875 0.1072
H -24.33354 -12.60157 -26.70419 0.1081
H -21.87640 -12.37116 -26.43249 0.1139
O -13.31623 -18.47179 -21.53306 0.0598
N -14.44189 -18.16505 -21.16645 -0.3741
O -15.42661 -18.59529 -21.67598 0.0903
C -14.63186 -17.18955 -20.03749 -0.1001
C -13.52688 -16.39676 -19.61589 0.0075
C -13.72784 -15.59743 -18.43466 -0.0450
C -14.98955 -15.64391 -17.73232 -0.0745
C -15.99238 -16.52887 -18.10258 -0.0853
C -15.84628 -17.29751 -19.25648 0.0089
H -12.57314 -16.37141 -20.12199 0.1068
H -12.87604 -15.04763 -18.06242 0.0922
H -15.07891 -14.88238 -16.97173 0.0977
H -16.89917 -16.40077 -17.53011 0.1051
H -16.65913 -17.89315 -19.64493 0.1099
C -23.86712 -18.54374 -28.86500 -0.0692
C -23.38070 -17.61401 -29.92050 -0.2536
O -21.98025 -17.72894 -29.93728 -0.0045
C -21.20863 -16.70666 -29.39271 -0.4854
O -21.64510 -15.57057 -28.93077 0.0202
O -19.97572 -17.06417 -29.50154 0.0295
C -18.97965 -16.18840 -28.97468 -0.0245
H -24.91156 -18.84939 -28.80319 0.0815
H -23.81624 -17.95244 -27.95074 0.0755
H -23.11927 -19.31204 -28.66869 0.0892
H -23.70611 -16.57449 -29.88041 0.1258
H -23.58688 -18.06093 -30.89305 0.1224
H -18.05261 -16.40297 -29.50634 0.0928
H -18.68970 -16.30883 -27.93088 0.1033
H -19.23056 -15.15591 -29.21777 0.0966
C -2.30059 -13.16432 -23.80830 -0.0887
C -3.05480 -11.90837 -23.56893 -0.1788
O -2.37852 -10.85984 -24.37360 0.0429
C -2.74985 -9.60573 -24.26607 -0.6123
O -3.56791 -9.11571 -23.53324 0.1264
O -2.03679 -8.93887 -25.20104 -0.0151
C -2.38877 -7.59367 -25.48063 -0.0489
H -2.17806 -13.36836 -24.87199 0.0843
H -2.76393 -14.08363 -23.45012 0.0797
H -1.32950 -13.19974 -23.31450 0.0804
H -3.07839 -11.61790 -22.51862 0.1255
H -4.08655 -12.07970 -23.87590 0.1257
H -1.53090 -7.15821 -25.99301 0.0940
H -2.77134 -7.07095 -24.60400 0.0919
H -3.19952 -7.58205 -26.20910 0.0931
```



Across the entries above, max |F| takes the values 0.1, 2.1, 5.9 eV/A, respectively.
Across the entries above, E takes the values -7103.75119, -1803.13317, -2512.87115 hartree, respectively.